No. 1
108
Properties=species:S:1:pos:R:3:forces:R:3 method="wB97M-V/def2-TZVPD" homo_energy_ev="-18.5 / -18.5" s2=4.127 multiplicity=4 max_force_ha_per_bohr=0.0111 total_charge=+4
Mn -0.67027 1.30695 -1.79936 0.1 0.0 -0.1
N 0.96856 1.26638 -1.10514 0.3 0.0 0.5
S 1.99176 0.78684 -0.10688 -0.2 0.0 -0.2
N 1.63386 -0.49641 0.79643 0.0 0.0 0.0
S 0.61452 -0.49524 1.98057 -0.1 0.0 0.0
N -0.81767 0.08807 1.69661 0.1 0.0 -0.1
S -1.81794 -0.37687 0.53371 0.0 -0.1 0.0
N -1.82115 0.42582 -0.75328 -0.2 -0.2 0.4
C -1.60550 -2.10410 0.20171 0.1 0.0 0.0
C -2.27664 -3.05665 0.96132 -0.1 0.1 0.1
C -2.07536 -4.39800 0.67497 0.0 -0.1 0.0
C -1.21745 -4.77148 -0.35284 0.0 0.0 0.0
C -0.54638 -3.80618 -1.09867 0.0 0.0 0.0
C -0.73724 -2.46185 -0.82567 0.0 0.0 0.0
C -3.38395 -0.19541 1.29855 0.0 0.0 0.0
C -3.49773 -0.24577 2.68429 0.0 0.0 0.0
C -4.76288 -0.17479 3.24428 -0.1 0.0 0.0
C -5.88346 -0.06128 2.42928 0.0 0.0 0.0
C -5.75020 -0.01025 1.04432 0.0 0.0 0.1
C -4.49503 -0.08002 0.46739 0.0 0.0 -0.1
C 1.12775 0.39416 3.40930 0.0 0.1 0.0
C 2.32739 -0.02839 3.97764 0.1 -0.1 0.0
C 2.72704 0.54204 5.17129 0.0 0.0 0.0
C 1.93008 1.50761 5.78088 0.0 0.0 0.0
C 0.73693 1.91518 5.19609 0.0 0.0 0.1
C 0.31983 1.35956 3.99767 -0.1 0.0 -0.1
C 0.60612 -2.17320 2.50910 0.0 0.0 0.0
C -0.11526 -2.43125 3.67342 -0.1 0.1 0.0
C -0.10901 -3.71610 4.17986 0.0 -0.1 0.0
C 0.61999 -4.71354 3.53416 0.0 0.0 0.0
C 1.33424 -4.43218 2.37648 0.0 -0.1 0.0
C 1.33433 -3.15026 1.84812 0.0 0.0 -0.1
C 3.42939 0.23690 -0.94727 0.0 0.0 0.0
C 3.87425 1.05550 -1.98287 0.0 0.0 0.0
C 5.03570 0.70418 -2.64738 0.1 -0.1 0.0
C 5.73154 -0.44493 -2.27605 0.0 0.0 0.0
C 5.27291 -1.24477 -1.23633 0.1 0.0 0.0
C 4.11485 -0.90519 -0.55264 0.0 -0.1 0.1
C 2.49940 2.10619 0.93907 0.1 0.0 0.0
C 1.60804 3.14789 1.15882 0.0 0.0 0.0
C 1.99026 4.17177 2.01005 0.0 0.0 0.0
C 3.24634 4.15112 2.60796 0.0 0.0 0.0
C 4.13149 3.10637 2.36156 0.0 0.0 0.0
C 3.76243 2.06818 1.52268 0.0 0.0 0.0
H -2.96127 -2.76566 1.74961 0.0 0.0 0.0
H -2.60001 -5.15169 1.24909 0.0 0.0 0.0
H -1.07121 -5.82214 -0.57409 0.0 0.0 0.0
H 0.13020 -4.10582 -1.89047 0.0 0.0 0.0
H -0.21055 -1.70588 -1.39464 0.0 0.0 0.0
H -2.62427 -0.33243 3.31473 0.0 0.0 0.0
H -4.87391 -0.20713 4.32018 0.0 0.0 0.0
H -6.86802 -0.00726 2.87590 0.0 0.0 0.0
H -6.62588 0.08890 0.41696 0.0 0.0 0.0
H -4.38718 -0.02095 -0.60833 0.0 0.0 0.1
H 2.92713 -0.80561 3.51493 0.0 0.0 0.0
H 3.64935 0.22251 5.63772 0.0 0.0 0.0
H 2.23789 1.93524 6.72713 0.0 0.0 0.0
H 0.11895 2.65760 5.68388 0.0 0.0 0.0
H -0.61401 1.65681 3.53963 0.0 0.0 0.0
H -0.64961 -1.64105 4.19250 0.1 -0.1 0.0
H -0.65209 -3.93931 5.08861 0.0 0.0 0.0
H 0.64104 -5.71401 3.94843 0.0 0.0 0.0
H 1.90623 -5.21004 1.88750 0.0 0.0 0.0
H 1.88991 -2.91818 0.94957 0.0 0.0 0.0
H 3.33530 1.95572 -2.25464 0.0 0.0 0.0
H 5.40881 1.33039 -3.44765 0.0 0.0 0.0
H 6.64369 -0.71142 -2.79564 0.0 0.0 0.0
H 5.82469 -2.13037 -0.94818 0.0 0.0 0.0
H 3.76546 -1.51234 0.27219 0.0 0.1 -0.1
H 0.64454 3.16104 0.66524 0.0 0.0 0.0
H 1.31529 4.99680 2.20396 0.0 0.0 0.0
H 3.54434 4.96274 3.26037 0.0 0.0 0.0
H 5.11558 3.10767 2.81424 -0.1 0.0 0.0
H 4.45337 1.25974 1.31428 0.0 0.0 0.0
C -1.37055 6.16947 0.81560 0.0 -0.1 0.0
N -1.43332 4.95619 -0.00851 0.0 0.1 0.1
C -0.93082 4.87335 -1.22413 0.0 -0.1 -0.1
N -0.26494 5.88297 -1.74938 0.1 0.0 0.0
S -1.25598 3.49224 -2.24361 -0.2 0.3 -0.2
H -1.81135 5.95279 1.78355 0.0 0.0 0.0
H -1.93184 6.98154 0.35207 0.0 0.0 0.0
H -0.33326 6.47125 0.96761 0.0 0.0 0.0
H -2.05589 4.21260 0.26328 0.0 0.0 0.0
H -0.19586 6.78180 -1.29295 0.0 0.0 0.0
H 0.10021 5.80723 -2.68596 0.0 0.0 0.0
C -2.72294 -3.17106 -4.48733 0.0 0.0 0.0
C -3.50177 -2.21636 -3.60766 0.0 0.0 0.1
N -2.64734 -1.07524 -3.24739 -0.1 0.1 0.1
C -1.54447 -0.72333 -3.88194 0.1 0.0 -0.2
N -0.87260 0.40855 -3.41574 -0.1 0.0 -0.4
C 0.16956 0.93806 -4.31410 0.0 0.0 0.1
C 1.03914 -0.17905 -4.84360 0.0 0.0 0.0
C 0.16298 -1.12671 -5.63421 -0.1 0.0 0.0
N -1.13381 -1.35914 -4.96336 0.1 -0.1 -0.1
C -2.01365 -2.38598 -5.57215 0.1 0.1 0.0
H -3.40120 -3.89583 -4.93436 0.0 0.0 0.0
H -1.99200 -3.72468 -3.89842 0.0 0.0 0.0
H -3.82134 -2.70031 -2.68461 0.0 0.0 0.0
H -4.38697 -1.84274 -4.12164 0.0 0.0 0.0
H -2.90884 -0.47520 -2.47748 0.0 0.0 0.1
H 0.75216 1.68359 -3.76596 0.0 0.0 0.0
H -0.33366 1.48437 -5.11989 -0.1 0.0 0.0
H 1.52836 -0.68903 -4.01138 0.0 0.0 0.0
H 1.81947 0.22097 -5.49002 0.0 0.0 0.0
H 0.64048 -2.09843 -5.75320 0.0 0.0 0.0
H -0.04397 -0.73734 -6.63248 0.0 0.0 0.0
H -1.38278 -3.02998 -6.17917 0.0 0.0 0.0
H -2.72089 -1.88703 -6.23772 0.0 0.0 0.0

=====

No. 2
12
Properties=species:S:1:pos:R:3:forces:R:3 method="wB97M-V/def2-TZVPD" smiles=COc1ccon1 homo_energy_ev=-9.7 max_force_ha_per_bohr=0.0134 total_charge=0
C -0.15874 2.08653 0.47292 0.0 0.2 0.2
O -0.56985 1.12027 -0.49520 -0.2 -0.2 0.1
C -0.21751 -0.12298 -0.16247 0.1 0.0 0.2
C -0.35695 -1.27762 -0.99305 0.2 0.0 0.0
C 0.35894 -2.19462 -0.29967 0.1 0.0 -0.1
O 0.75364 -1.70989 0.88213 0.4 -0.2 -0.2
N 0.41077 -0.37883 0.95816 -0.3 0.2 -0.2
H -0.67199 1.90308 1.42088 0.1 0.1 -0.1
H 0.92098 2.02043 0.65053 -0.2 0.0 -0.1
H -0.42711 3.05931 0.06603 0.0 -0.1 0.0
H -0.88531 -1.38383 -1.93218 0.4 0.1 0.1
H 0.84313 -3.12185 -0.56808 -0.6 -0.3 0.1

=====

No. 3
58
Properties=species:S:1:pos:R:3:forces:R:3 method="wB97M-V/def2-TZVPD" homo_energy_ev="-10.5 / -10.5" s2=0.757 multiplicity=2 max_force_ha_per_bohr=0.0985 total_charge=0
N 0.76652 0.60536 -1.25925 0.1 0.2 -0.6
O 1.51398 0.15817 -2.05990 1.5 -0.9 -1.3
O -0.36472 0.90350 -1.57115 -2.2 0.4 -0.4
O 1.08218 0.83658 -0.12388 0.7 0.3 2.3
O -1.55555 -0.74700 -5.96486 0.6 1.5 1.1
C -1.22657 0.27924 -5.39020 -1.1 -1.7 -0.7
O -0.01833 0.81956 -5.54959 1.6 -0.6 0.0
C 0.16806 2.07222 -4.88056 -1.1 0.5 -0.8
C -1.28640 2.50650 -4.71165 -0.7 0.9 0.6
C -2.07005 1.19854 -4.53667 0.3 0.6 -0.1
H 0.70594 2.70671 -5.58497 0.0 0.0 0.1
H 0.73572 2.05680 -3.95017 -0.1 -0.7 0.0
H -1.63868 3.03316 -5.59857 0.1 0.0 -0.1
H -1.46569 3.17586 -3.87027 0.2 0.1 0.0
H -3.09504 1.22083 -4.90683 0.1 0.0 0.0
H -2.09295 0.96419 -3.47241 0.1 -0.6 -0.1
O 2.70308 0.24007 2.22504 0.0 0.1 0.6
C 2.32943 0.55984 3.32466 0.2 -1.7 -0.9
O 2.61385 -0.22467 4.41635 -0.1 0.0 -0.1
C 1.96895 0.25195 5.60907 -0.4 1.3 -0.8
C 1.51096 1.68480 5.20645 -0.6 0.0 0.5
C 1.48793 1.72240 3.66659 0.5 0.8 1.0
H 2.65689 0.23872 6.45445 0.2 0.0 -0.3
H 1.08862 -0.32590 5.89051 0.2 -0.5 -0.4
H 2.21956 2.40519 5.61515 -0.2 0.1 -0.1
H 0.51653 1.86643 5.61415 0.1 0.3 0.1
H 1.99678 2.60243 3.27324 0.1 0.1 0.1
H 0.51837 1.73903 3.16881 -0.1 -0.5 0.3
O 3.77454 -4.24858 0.39907 -1.6 1.7 -1.5
S 2.88106 -3.22160 -0.15033 0.7 -0.4 2.0
O 3.42912 -1.95484 -0.62292 -1.0 -1.8 0.2
O 1.93848 -3.92252 -1.23775 0.1 -0.3 -0.1
C 1.10025 -3.10259 -2.06529 0.5 1.1 -1.3
C 0.47036 -3.80607 -3.26545 -0.2 0.3 0.0
C 1.62009 -2.87233 1.13302 1.1 0.3 -0.4
H 1.71232 -2.26962 -2.41115 0.3 -0.2 -0.3
H 0.30579 -2.55218 -1.56133 -0.2 -0.6 0.9
H -0.23104 -3.07139 -3.66091 -0.3 0.1 0.0
H -0.11588 -4.69086 -3.01729 0.2 0.0 0.1
H 1.10452 -3.99966 -4.13058 0.5 -0.3 0.5
H 0.84173 -2.26870 0.66625 0.1 0.0 0.2
H 2.19889 -2.30666 1.86316 -0.2 0.3 0.0
H 1.21885 -3.75637 1.62860 0.2 -0.2 -0.5
O -3.86538 3.05756 2.42437 0.3 -1.1 -0.2
S -2.76326 2.16427 2.21552 1.8 0.2 -0.1
O -1.81695 1.92617 3.32958 -1.7 0.1 -2.3
O -3.31545 0.70079 1.60984 -1.1 4.8 1.1
C -2.32440 -0.19550 1.33796 1.2 -2.8 1.1
C -2.27194 -1.15514 2.53802 0.4 -0.5 -0.7
C -1.84841 2.84755 0.69917 -0.2 -1.0 0.6
H -1.32609 0.22107 1.20399 -0.1 0.3 -0.5
H -2.71406 -0.73462 0.47447 0.6 -0.1 -0.3
H -1.89185 -0.71149 3.45823 -0.3 0.3 -0.1
H -1.58699 -1.97425 2.31889 -0.1 -0.2 -0.1
H -3.28171 -1.55155 2.64448 0.1 -0.1 0.4
H -1.43474 3.82948 0.92894 -0.5 0.0 0.2
H -2.55875 2.83174 -0.12742 -0.3 0.4 0.3
H -1.01829 2.23732 0.34335 -0.1 -0.2 0.6

=====

No. 4
15
Properties=species:S:1:pos:R:3:forces:R:3 method="wB97M-V/def2-TZVPD" homo_energy_ev=-14.3 max_force_ha_per_bohr=0.0622 total_charge=+1
H 0.56812 1.68442 -0.39149 -0.4 -0.2 -1.2
N -0.04490 1.72197 -1.23771 0.0 0.3 0.6
C -0.70058 0.68915 -1.51194 0.5 -1.1 0.0
C -0.56104 -0.69039 -0.81448 -1.3 0.8 1.0
N 0.21235 -0.44137 0.37718 2.6 1.0 0.4
C -0.43147 0.33706 1.39007 -2.1 2.0 1.3
C 1.46098 -0.68309 0.56866 0.8 -1.2 -1.8
I 2.58266 -1.73617 -0.80280 0.0 0.1 0.2
H -1.42445 0.68123 -2.31015 -0.1 0.2 -0.4
H -1.51902 -1.09267 -0.46274 -0.3 0.7 0.1
H -0.26768 -1.56166 -1.33721 1.3 -0.3 -1.1
H 0.09346 0.23325 2.30150 0.5 -0.3 1.0
H -0.72932 1.48976 1.38645 1.0 -2.4 -1.2
H -1.32519 -0.22708 1.42623 -1.5 0.0 1.0
H 2.08608 -0.40441 1.41844 -0.9 0.3 0.2

=====

Copy entry 4 word for word.
15
Properties=species:S:1:pos:R:3:forces:R:3 method="wB97M-V/def2-TZVPD" homo_energy_ev=-14.3 max_force_ha_per_bohr=0.0622 total_charge=+1
H 0.56812 1.68442 -0.39149 -0.4 -0.2 -1.2
N -0.04490 1.72197 -1.23771 0.0 0.3 0.6
C -0.70058 0.68915 -1.51194 0.5 -1.1 0.0
C -0.56104 -0.69039 -0.81448 -1.3 0.8 1.0
N 0.21235 -0.44137 0.37718 2.6 1.0 0.4
C -0.43147 0.33706 1.39007 -2.1 2.0 1.3
C 1.46098 -0.68309 0.56866 0.8 -1.2 -1.8
I 2.58266 -1.73617 -0.80280 0.0 0.1 0.2
H -1.42445 0.68123 -2.31015 -0.1 0.2 -0.4
H -1.51902 -1.09267 -0.46274 -0.3 0.7 0.1
H -0.26768 -1.56166 -1.33721 1.3 -0.3 -1.1
H 0.09346 0.23325 2.30150 0.5 -0.3 1.0
H -0.72932 1.48976 1.38645 1.0 -2.4 -1.2
H -1.32519 -0.22708 1.42623 -1.5 0.0 1.0
H 2.08608 -0.40441 1.41844 -0.9 0.3 0.2

=====

Please write out number 4 again, unchanged.
15
Properties=species:S:1:pos:R:3:forces:R:3 method="wB97M-V/def2-TZVPD" homo_energy_ev=-14.3 max_force_ha_per_bohr=0.0622 total_charge=+1
H 0.56812 1.68442 -0.39149 -0.4 -0.2 -1.2
N -0.04490 1.72197 -1.23771 0.0 0.3 0.6
C -0.70058 0.68915 -1.51194 0.5 -1.1 0.0
C -0.56104 -0.69039 -0.81448 -1.3 0.8 1.0
N 0.21235 -0.44137 0.37718 2.6 1.0 0.4
C -0.43147 0.33706 1.39007 -2.1 2.0 1.3
C 1.46098 -0.68309 0.56866 0.8 -1.2 -1.8
I 2.58266 -1.73617 -0.80280 0.0 0.1 0.2
H -1.42445 0.68123 -2.31015 -0.1 0.2 -0.4
H -1.51902 -1.09267 -0.46274 -0.3 0.7 0.1
H -0.26768 -1.56166 -1.33721 1.3 -0.3 -1.1
H 0.09346 0.23325 2.30150 0.5 -0.3 1.0
H -0.72932 1.48976 1.38645 1.0 -2.4 -1.2
H -1.32519 -0.22708 1.42623 -1.5 0.0 1.0
H 2.08608 -0.40441 1.41844 -0.9 0.3 0.2